One molecule with the formula C3H6FOP. Source: OMol25; level of theory: the ωB97M-V functional and the def2-TZVPD basis.

The SMILES is C[C@@H](C=O)PF. As for the total charge: 0. The HOMO energy comes out at -10.03 eV.

Cartesian coordinates (Å):
1 C 0.38 -1.33 0.39
2 C 0.04 0.14 0.40
3 C 1.02 0.94 -0.46
4 O 2.10 0.60 -0.83
5 P -1.94 0.39 0.26
6 F -2.25 0.15 -1.36
7 H 1.50 -1.49 -0.09
8 H 0.38 -1.86 1.38
9 H -0.35 -1.73 -0.26
10 H 0.25 0.62 1.37
11 H 0.50 1.81 -0.76
12 H -1.64 1.75 -0.05

---

C3H6FeO3 as an isolated structure. Source: OMol25; level of theory: the ωB97M-V functional and the def2-TZVPD basis.

As for the total charge: +1. The HOMO energy (alpha / beta) comes out at -14.77 / -14.60 eV. Its spin multiplicity is 6.

Cartesian coordinates (Å):
1 O -1.38 2.01 0.64
2 C -0.65 2.64 1.40
3 H -1.08 3.35 2.12
4 H 0.45 2.65 1.25
5 O -0.80 -0.55 -1.66
6 C 0.46 -1.11 -1.41
7 C 0.58 -1.65 0.03
8 O 0.08 -0.73 0.97
9 Fe -1.25 0.17 0.00
10 H 1.26 -0.35 -1.56
11 H 0.68 -1.94 -2.11
12 H 1.64 -1.90 0.23
13 H 0.00 -2.60 0.09

---

Results for ΔE to the lowest compared entry with this formula, charge and spin: 10.7, 2.6 (in kcal/mol, following the order of the records).